No. 1
The following is a DFT calculation (ωB97M-V/def2-TZVPD) of a structure of composition C5H13N2O at a distorted geometry.

Structure (ORCA input):
```
! RIJCOSX wB97M-V def2-TZVPD def2/J DEFGRID3
* xyz 2 2
O 2.613 0.465 -2.244
N 1.441 0.671 -0.051
N -0.383 0.762 1.988
C -1.695 0.477 1.083
C -0.196 -1.087 -0.583
C -1.282 -0.886 0.432
C 1.636 -0.238 -2.281
C 0.644 0.053 -1.119
H -0.341 1.810 2.017
H 2.442 0.354 0.042
H -1.158 -1.602 1.288
H 0.448 -1.859 -0.111
H -0.497 0.251 2.841
H 1.455 1.615 -0.287
H -2.582 0.374 1.810
H -2.200 -1.253 -0.086
H -0.565 -1.593 -1.322
H 1.506 -0.888 -3.237
H 0.549 0.474 1.123
H -1.856 1.209 0.275
H 0.022 0.891 -1.580
*
```

LUMO (alpha / beta): -10.087 / -13.708 eV
highest occupied orbital energy (alpha / beta): -19.60 / -19.59 eV
orbital gap (alpha / beta): 9.5 / 5.9 eV
energy: -382.24209 a.u.
ΔE to the lowest compared entry with this formula, charge and spin: 93.04 kcal per mole

No. 2
The following is a DFT calculation (ωB97M-V/def2-TZVPD) of the ion C5H13N2O with charge +2 at a distorted geometry.

Structure (ORCA input):
```
! RIJCOSX wB97M-V def2-TZVPD def2/J DEFGRID3
* xyz 2 2
O -0.273 1.926 2.478
N 1.052 1.681 0.170
N -0.600 -0.260 2.881
C -0.616 -1.366 -2.489
C -0.475 -0.228 -0.250
C -0.206 0.727 2.143
C 0.346 -0.808 -1.438
C 0.447 0.403 0.747
H 1.392 2.348 0.883
H -0.598 -1.205 2.493
H 1.785 1.454 -0.507
H -1.176 0.512 -0.625
H -0.153 -1.544 -3.457
H 1.003 -0.061 -1.892
H -1.008 -0.036 3.799
H 0.978 -1.601 -1.039
H -1.073 -2.268 -2.105
H 1.333 -0.175 1.043
H -1.423 -0.657 -2.647
H -1.072 -1.035 0.174
H 0.337 2.192 -0.362
*
```

LUMO (alpha / beta): -8.425 / -13.769 eV
highest occupied orbital energy (alpha / beta): -19.38 / -19.37 eV
orbital gap (alpha / beta): 11.0 / 5.6 eV
energy: -382.32729 a.u.
ΔE to the lowest compared entry with this formula, charge and spin: 39.57 kcal per mole

No. 3
The following is a DFT calculation (ωB97M-V/def2-TZVPD) of the molecule C5H13N2O2PS2.

Structure (ORCA input):
```
! RIJCOSX wB97M-V def2-TZVPD def2/J DEFGRID3
* xyz 0 1
S 0.515 -2.226 -0.681
S -2.385 -1.579 1.385
P -1.621 -0.327 0.128
O -2.087 1.216 0.385
O -2.017 -0.612 -1.387
N 2.225 -0.567 0.495
N 0.020 0.141 0.191
C 0.982 -0.827 0.061
C -3.449 1.479 0.670
C 3.275 -1.549 0.374
C 2.562 0.679 1.151
C -1.460 0.109 -2.479
H -1.327 1.163 -2.227
H 3.616 0.653 1.417
H -0.499 -0.331 -2.753
H -2.162 0.005 -3.305
H 0.197 0.967 0.748
H -3.481 2.418 1.223
H 4.097 -1.150 -0.223
H 2.869 -2.431 -0.118
H -4.025 1.573 -0.252
H -3.871 0.675 1.279
H 3.646 -1.828 1.361
H 1.982 0.816 2.068
H 2.396 1.532 0.488
*
```

LUMO: 0.465 eV
SMILES: COP(=S)(NC(=S)N(C)C)OC
highest occupied orbital energy: -8.05 eV
orbital gap: 8.5 eV
energy: -1596.10803 a.u.
ΔE to the lowest compared entry with this formula, charge and spin: 0.00 kcal per mole

No. 4
The following is a DFT calculation (ωB97M-V/def2-TZVPD) of the ion C5H13N2OS with charge +1 at a distorted geometry.

Structure (ORCA input):
```
! RIJCOSX wB97M-V def2-TZVPD def2/J DEFGRID3
* xyz 1 3
S -1.718 1.277 0.812
O 1.623 0.301 -0.571
N -0.187 1.686 0.181
N -0.284 -0.826 0.222
C 0.606 0.483 0.330
C 2.670 1.223 -0.469
C -0.078 -1.712 1.436
C -1.732 -0.369 0.160
C -1.970 -0.334 -1.307
H -2.406 -0.882 0.712
H 2.275 2.183 -0.800
H 1.213 0.565 1.336
H -0.329 -2.757 1.255
H -0.679 -1.237 2.256
H -2.924 0.154 -1.641
H 3.566 0.851 -0.947
H -0.017 -1.260 -0.652
H -0.398 2.018 -0.817
H 2.897 1.297 0.522
H -2.049 -1.258 -1.856
H -1.061 0.122 -1.860
H 0.982 -1.524 1.697
*
```

LUMO (alpha / beta): -2.691 / -6.709 eV
highest occupied orbital energy (alpha / beta): -8.87 / -14.68 eV
orbital gap (alpha / beta): 6.2 / 8.0 eV
energy: -780.76170 a.u.
ΔE to the lowest compared entry with this formula, charge and spin: 20.08 kcal per mole

No. 5
The following is a DFT calculation (ωB97M-V/def2-TZVPD) of a structure of composition C5H13N2P at a distorted geometry.

Structure (ORCA input):
```
! RIJCOSX wB97M-V def2-TZVPD def2/J DEFGRID3
* xyz 0 3
P -0.657 -1.669 1.010
N 0.629 -1.909 -0.149
N -0.244 0.628 0.773
C 0.594 1.902 -1.244
C 0.855 -0.757 -1.014
C -2.216 -1.804 -0.127
C 0.787 0.600 -0.253
C 0.230 1.140 2.026
H -0.001 2.213 1.962
H 0.782 2.754 -0.641
H -0.245 0.732 2.962
H 1.526 -1.997 0.414
H 1.192 0.818 2.255
H -2.422 -2.885 -0.117
H -2.141 -1.514 -1.183
H 1.692 -0.957 -1.618
H 1.856 0.817 0.005
H -0.384 1.984 -1.632
H -0.118 -0.766 -1.572
H 1.382 1.939 -2.048
H -3.097 -1.267 0.192
*
```

LUMO (alpha / beta): 1.010 / -1.431 eV
highest occupied orbital energy (alpha / beta): -5.33 / -8.60 eV
orbital gap (alpha / beta): 6.3 / 7.2 eV
energy: -648.99227 a.u.
ΔE to the lowest compared entry with this formula, charge and spin: 0.00 kcal per mole

No. 6
The following is a DFT calculation (ωB97M-V/def2-TZVPD) of a structure of composition C5H13N2S at a distorted geometry.

Structure (ORCA input):
```
! RIJCOSX wB97M-V def2-TZVPD def2/J DEFGRID3
* xyz -1 1
S -3.060 -1.022 0.425
N 1.580 0.892 -0.364
N 3.055 -1.548 -0.439
C -1.614 1.375 0.074
C -0.364 0.590 -0.286
C -2.837 0.573 -0.397
C 2.478 0.610 0.732
C 3.560 -0.272 0.088
H -3.687 1.244 -0.258
H -1.650 1.477 1.164
H 3.976 0.306 -0.736
H -0.361 0.318 -1.331
H 2.093 0.093 1.615
H -1.714 2.413 -0.267
H 0.664 1.313 0.077
H 4.315 -0.560 0.824
H 3.010 1.513 1.071
H 2.587 -2.000 0.340
H -2.739 0.374 -1.471
H -0.427 -0.271 0.376
H 2.331 -1.335 -1.116
*
```

LUMO: 3.593 eV
highest occupied orbital energy: -2.77 eV
orbital gap: 6.4 eV
energy: -705.87531 a.u.
ΔE to the lowest compared entry with this formula, charge and spin: 102.23 kcal per mole

No. 7
The following is a DFT calculation (ωB97M-V/def2-TZVPD) of the ion C5H13N2S with charge -1 at a distorted geometry.

Structure (ORCA input):
```
! RIJCOSX wB97M-V def2-TZVPD def2/J DEFGRID3
* xyz -1 1
S -0.617 -2.394 2.189
N -1.502 -0.119 0.413
N 1.050 1.037 -1.613
C 0.902 3.489 -1.347
C 0.315 -0.198 -1.237
C 0.431 -1.674 0.838
C 0.119 2.214 -1.748
C -0.071 -0.305 0.260
H -0.234 2.271 -2.774
H 1.936 3.273 -1.560
H 1.684 1.387 -0.901
H 1.021 -0.997 -1.540
H 1.437 -1.550 1.222
H -0.803 1.979 -1.196
H 0.488 0.510 0.733
H -1.969 -1.020 0.371
H 0.630 3.570 -0.295
H -0.565 -0.220 -1.882
H -1.780 0.228 1.321
H 0.485 4.388 -1.787
H 0.510 -2.452 0.059
*
```

LUMO: 3.431 eV
SMILES: CCNC[C@@H](N)C[S-]
highest occupied orbital energy: -2.46 eV
orbital gap: 5.9 eV
energy: -706.00342 a.u.
ΔE to the lowest compared entry with this formula, charge and spin: 21.84 kcal per mole

No. 8
The following is a DFT calculation (ωB97M-V/def2-TZVPD) of the ion C5H13N2S with charge -2 at a distorted geometry.

Structure (ORCA input):
```
! RIJCOSX wB97M-V def2-TZVPD def2/J DEFGRID3
* xyz -2 2
S 3.259 -0.955 0.014
N -1.461 0.569 -2.530
N -0.704 -0.303 0.349
C 0.701 -0.339 0.831
C 0.744 -0.486 2.320
C -0.687 1.251 -1.544
C -1.201 1.004 -0.087
C 1.465 -1.424 -0.016
H -2.441 0.798 -2.527
H -1.419 -0.797 0.862
H 1.051 -1.368 -1.018
H 0.142 0.176 2.940
H 0.795 -1.552 2.627
H 1.788 -0.278 2.613
H 0.384 0.928 -1.523
H -0.890 1.714 0.667
H -1.130 -0.356 -2.726
H -0.590 2.312 -1.804
H 1.404 -2.453 0.363
H -2.309 0.969 -0.210
H 1.100 0.592 0.402
*
```

LUMO (alpha / beta): 6.012 / 5.929 eV
highest occupied orbital energy (alpha / beta): 3.91 / 0.04 eV
orbital gap (alpha / beta): 2.1 / 5.9 eV
energy: -705.84930 a.u.
ΔE to the lowest compared entry with this formula, charge and spin: 20.30 kcal per mole

No. 9
The following is a DFT calculation (ωB97M-V/def2-TZVPD) of the molecule C5H13N3 at a distorted geometry.

Structure (ORCA input):
```
! RIJCOSX wB97M-V def2-TZVPD def2/J DEFGRID3
* xyz 0 1
N -1.078 1.228 -0.324
N -2.850 0.502 1.259
N -1.825 -1.382 0.094
C 2.028 -1.351 -0.049
C -0.083 0.855 -1.195
C -1.889 -0.050 0.314
C 1.385 1.074 -0.615
C 1.550 -0.042 0.484
H -2.209 0.535 -0.738
H -0.192 1.486 -2.153
H 2.278 0.142 1.352
H 0.534 -0.170 1.033
H 1.442 2.097 -0.252
H -2.538 -1.870 0.738
H -2.751 1.509 1.223
H 2.409 -1.956 0.805
H 1.143 -1.841 -0.481
H -2.464 0.117 2.153
H 2.873 -1.457 -0.857
H 2.198 0.813 -1.371
H 0.039 -0.238 -1.421
*
```

LUMO: 0.017 eV
highest occupied orbital energy: -9.20 eV
orbital gap: 9.2 eV
energy: -362.39096 a.u.
ΔE to the lowest compared entry with this formula, charge and spin: 120.06 kcal per mole

No. 10
The following is a DFT calculation (ωB97M-V/def2-TZVPD) of a cluster of 2 separate species, C5H13N3 in total at a distorted geometry.

Structure (ORCA input):
```
! RIJCOSX wB97M-V def2-TZVPD def2/J DEFGRID3
* xyz 0 1
N 1.107 1.456 -0.439
N -0.952 -1.965 -1.629
N -0.114 2.135 1.436
C -1.361 -1.335 0.881
C 0.900 -1.085 -0.428
C 0.240 2.158 0.097
C 1.498 0.197 0.196
C -0.688 -1.098 -0.468
H 1.428 -1.855 0.137
H -0.829 2.829 1.700
H 2.599 0.080 0.234
H -0.706 -1.005 1.685
H 1.231 -1.152 -1.452
H 0.645 2.433 2.065
H -1.160 -2.938 -1.415
H -2.240 -0.698 0.922
H -1.030 -0.086 -0.720
H 1.198 0.250 1.249
H -1.695 -2.342 1.118
H -1.729 -1.681 -2.222
H -1.984 1.844 0.470
*
```

LUMO: -1.430 eV
highest occupied orbital energy: -7.90 eV
orbital gap: 6.5 eV
energy: -362.34442 a.u.
ΔE to the lowest compared entry with this formula, charge and spin: 149.26 kcal per mole

No. 11
The following is a DFT calculation (ωB97M-V/def2-TZVPD) of a cluster of 2 separate species, C5H13N3 in total at a distorted geometry.

Structure (ORCA input):
```
! RIJCOSX wB97M-V def2-TZVPD def2/J DEFGRID3
* xyz 0 1
N 0.680 -1.376 1.388
N -2.110 -0.257 -1.448
N -0.903 0.278 1.157
C 2.495 -0.206 -0.569
C -1.199 1.637 0.828
C 1.177 0.398 -0.174
C -1.277 -1.025 -0.772
C 0.346 -0.143 0.793
H 2.407 -1.241 -0.935
H -0.397 2.337 1.124
H 1.668 -1.574 1.438
H 2.958 0.373 -1.370
H -2.898 0.143 -0.956
H -1.768 0.262 -2.246
H -1.335 1.831 -0.265
H 3.225 -0.237 0.252
H -2.127 1.937 1.322
H 0.199 -1.490 2.269
H 0.924 1.363 -0.587
H -1.647 -1.607 0.055
H -0.419 -1.403 -1.304
*
```

LUMO (alpha / beta): 0.371 / 0.373 eV
highest occupied orbital energy (alpha / beta): -6.17 / -6.17 eV
orbital gap (alpha / beta): 6.5 / 6.5 eV
energy: -362.45382 a.u.
ΔE to the lowest compared entry with this formula, charge and spin: 80.61 kcal per mole